(1)
# C8H20ClOPrRh

A molecular structure, C8H20ClOPrRh in a non-equilibrium geometry (the ωB97M-V functional and the def2-TZVPD basis, the OMol25 dataset).

Structure (ORCA input):
```
! RIJCOSX wB97M-V def2-TZVPD def2/J DEFGRID3
* xyz -1 7
Rh -3.295 2.429 -1.312
Cl -2.909 0.387 -0.171
C -3.351 3.187 -3.122
C -4.409 3.315 0.136
H -3.680 4.232 -2.991
H -2.327 3.111 -3.545
H -4.096 2.605 -3.695
H -4.588 4.349 -0.198
H -3.818 3.265 1.070
H -5.351 2.746 0.200
Pr -0.153 0.091 0.052
C -0.102 -0.711 -2.300
C 1.462 1.709 0.356
H -0.203 0.186 -2.924
H 0.899 -1.139 -2.405
H -0.853 -1.431 -2.680
H 1.714 2.196 1.308
H 2.027 2.051 -0.537
C 1.629 -3.588 2.014
C 2.054 -2.218 1.506
C 2.673 -1.357 2.628
C 3.184 -2.316 0.462
O 0.899 -1.618 0.942
H 2.457 -4.156 2.461
H 1.206 -4.164 1.182
H 0.831 -3.473 2.757
H 3.522 -1.886 3.108
H 3.044 -0.413 2.193
H 1.937 -1.117 3.402
H 2.825 -2.801 -0.455
H 3.519 -1.294 0.201
H 4.048 -2.887 0.867
*
```

- Gap between HOMO and LUMO (alpha / beta): 0.2155 / 0.1964 hartree
- ⟨S²⟩: 12.014
- HOMO (alpha / beta): -3.17 / -3.96 eV
- Calculated total energy: -40261.57923 eV

(2)
# C8H20F24KO4P4

A molecular structure, C8H20F24KO4P4 in a non-equilibrium geometry (the ωB97M-V functional and the def2-TZVPD basis, the OMol25 dataset).

Structure (ORCA input):
```
! RIJCOSX wB97M-V def2-TZVPD def2/J DEFGRID3
* xyz -3 1
K -1.842 3.758 2.813
P 2.158 6.497 -2.498
F 0.594 6.730 -2.116
F 1.787 6.094 -4.026
F 2.277 8.059 -2.980
F 3.766 6.282 -2.744
F 2.530 7.046 -0.998
F 2.021 4.968 -2.071
P -2.911 5.740 -0.847
F -1.406 5.225 -0.642
F -2.440 7.215 -0.341
F -2.593 6.138 -2.409
F -4.451 6.217 -1.158
F -3.310 4.229 -1.303
F -3.326 5.418 0.705
P 0.071 1.676 0.689
F 0.641 2.581 1.937
F -1.280 2.588 0.503
F 0.744 2.753 -0.355
F -0.420 0.807 -0.638
F 1.546 0.990 0.665
F -0.623 0.637 1.652
P -1.106 2.027 5.798
F -0.703 3.497 6.354
F -0.157 2.230 4.464
F 0.144 1.300 6.561
F -1.518 0.617 5.181
F -2.004 1.772 7.135
F -2.405 2.685 5.112
C 1.377 -5.592 2.483
O 0.210 -6.057 1.853
C -0.990 -5.470 2.323
C -1.184 -4.023 1.841
O -2.359 -3.461 2.340
C -2.661 -2.272 1.626
H 1.427 -4.501 2.430
H 2.265 -5.994 1.997
H 1.485 -5.857 3.543
H -1.080 -5.515 3.412
H -1.739 -6.039 1.768
H -1.142 -4.113 0.752
H -0.319 -3.468 2.227
H -2.028 -1.467 2.017
H -3.676 -1.893 1.746
H -2.459 -2.334 0.554
C -0.410 -2.513 -1.891
O 0.772 -2.444 -2.691
C 1.264 -3.735 -2.952
C 2.177 -3.633 -4.121
O 3.210 -2.652 -3.999
C 3.837 -2.315 -5.223
H -0.687 -1.501 -1.584
H -0.308 -3.092 -0.974
H -1.203 -2.806 -2.589
H 0.476 -4.452 -3.214
H 1.804 -4.137 -2.083
H 1.591 -3.243 -4.968
H 2.673 -4.545 -4.478
H 3.093 -2.359 -6.029
H 4.658 -3.027 -5.305
H 4.141 -1.270 -5.256
*
```

- Gap between HOMO and LUMO: 0.3178 hartree
- Energy above the lowest of the compared OMol25 structures with the same formula, charge and spin: 0.0000 eV
- HOMO: -3.69 eV
- Calculated total energy: -135535.68743 eV

(3)
# C8H20HgO6

A molecular structure, C8H20HgO6 in a non-equilibrium geometry (the ωB97M-V functional and the def2-TZVPD basis, the OMol25 dataset).

Structure (ORCA input):
```
! RIJCOSX wB97M-V def2-TZVPD def2/J DEFGRID3
* xyz -2 1
Hg 0.585 0.944 -0.009
O 2.743 0.795 -0.872
C 2.857 1.689 -1.928
C 1.532 2.095 -2.677
O 0.374 2.176 -1.970
H 3.475 1.160 -2.692
H 3.346 2.611 -1.543
H 1.426 1.352 -3.519
H 1.812 3.062 -3.165
O -0.363 2.814 1.441
C 0.281 2.789 2.620
C 0.680 1.381 3.080
O 1.375 0.596 2.177
H -0.351 3.179 3.474
H 1.190 3.449 2.664
H -0.308 0.921 3.333
H 1.334 1.506 3.972
C -0.486 -3.441 -1.811
C 0.665 -2.711 -1.114
O 0.456 -1.317 -1.096
H -1.409 -3.144 -1.302
H -0.405 -4.528 -1.714
H -0.642 -3.163 -2.857
H 1.614 -2.996 -1.581
H 0.642 -3.017 -0.068
H 0.369 -1.027 -2.013
C -2.827 -1.643 1.184
C -2.353 -0.181 1.293
O -1.809 0.294 0.096
H -3.021 -2.023 2.191
H -1.965 -2.243 0.877
H -3.650 -1.700 0.473
H -1.567 -0.148 2.043
H -3.210 0.402 1.652
H -2.388 0.066 -0.639
*
```

- Gap between HOMO and LUMO: 0.1652 hartree
- Energy above the lowest of the compared OMol25 structures with the same formula, charge and spin: 0.0000 eV
- HOMO: 0.35 eV
- Calculated total energy: -25073.94649 eV

(4)
# C8H20I2NO3S2

2 unconnected molecules or ions with the total composition C8H20I2NO3S2 in a non-equilibrium geometry (the ωB97M-V functional and the def2-TZVPD basis, the OMol25 dataset).

Structure (ORCA input):
```
! RIJCOSX wB97M-V def2-TZVPD def2/J DEFGRID3
* xyz 1 1
C -0.173 -1.277 -1.350
C -1.496 -0.367 -1.816
I -0.741 1.688 -2.214
C -2.657 -0.281 -0.662
I -3.621 1.706 -0.888
S -4.045 -1.562 -0.873
S -5.130 -0.920 -2.607
C -3.340 -3.292 -1.122
O -2.417 -3.419 -2.260
O -3.028 -3.360 -3.409
H 0.186 -1.899 -2.285
H -0.620 -2.074 -0.585
H 0.666 -0.637 -0.843
H -1.898 -0.795 -2.837
H -2.256 -0.335 0.437
H -5.529 -2.023 -3.378
H -2.691 -3.515 -0.145
H -4.170 -4.144 -1.129
H -2.441 -2.745 -3.975
C 3.602 2.658 2.820
C 2.954 2.719 1.438
C 1.601 1.977 1.344
O 1.705 0.550 1.312
C 1.958 -0.048 2.574
N 3.913 2.222 0.440
H 4.101 1.706 3.013
H 4.370 3.437 2.912
H 2.863 2.825 3.610
H 2.758 3.778 1.224
H 1.128 2.257 0.394
H 0.912 2.293 2.136
H 1.438 0.468 3.387
H 3.031 -0.085 2.761
H 1.601 -1.079 2.538
H 3.522 2.372 -0.491
H 3.944 1.201 0.529
*
```

- Gap between HOMO and LUMO: 0.2320 hartree
- HOMO: -11.19 eV
- Calculated total energy: -54110.23091 eV

(5)
# C8H20N2O10SZn

A molecular structure, C8H20N2O10SZn in a non-equilibrium geometry (the ωB97M-V functional and the def2-TZVPD basis, the OMol25 dataset).

Structure (ORCA input):
```
! RIJCOSX wB97M-V def2-TZVPD def2/J DEFGRID3
* xyz -1 2
Zn 0.732 0.154 0.065
S -0.359 2.823 1.708
O -1.012 3.741 0.806
O -0.201 1.506 1.066
O 1.029 3.273 1.857
O -1.045 2.720 3.006
O 1.814 -1.138 -1.269
C 3.021 -0.489 -1.587
C 3.560 0.495 -0.402
O 2.596 1.177 0.394
H 2.871 0.095 -2.494
H 3.643 -1.328 -1.900
H 4.169 1.226 -0.934
H 4.120 -0.167 0.259
C -0.593 1.710 -2.650
C -1.865 2.404 -2.194
O -1.515 3.652 -1.725
O 0.280 1.539 -1.502
H -0.263 2.416 -3.412
H -0.934 0.809 -3.159
H -2.462 1.877 -1.450
H -2.623 2.392 -2.977
H -1.214 3.629 -0.814
H 0.958 2.215 -1.570
O -1.197 -0.833 -0.275
C -2.352 -1.051 0.102
N -2.549 -1.140 1.466
C -3.546 -1.281 -0.794
H -3.432 -0.920 1.905
H -1.732 -0.910 2.013
H -4.057 -0.325 -0.902
H -4.176 -2.074 -0.392
H -3.263 -1.691 -1.764
O 0.853 -1.278 1.563
C 1.261 -2.436 1.866
N 2.151 -3.042 1.125
C 0.841 -3.111 3.188
H 2.124 -4.046 1.018
H 2.318 -2.558 0.255
H 0.017 -3.794 2.979
H 0.410 -2.473 3.959
H 1.622 -3.770 3.566
*
```

- Gap between HOMO and LUMO (alpha / beta): 0.2570 / 0.1680 hartree
- ⟨S²⟩: 0.760
- HOMO (alpha / beta): -4.65 / -4.06 eV
- Calculated total energy: -91328.72334 eV

(6)
# C8H20N5

2 unconnected molecules or ions with the total composition C8H20N5 in a non-equilibrium geometry (the ωB97M-V functional and the def2-TZVPD basis, the OMol25 dataset).

Structure (ORCA input):
```
! RIJCOSX wB97M-V def2-TZVPD def2/J DEFGRID3
* xyz 1 1
C 0.210 -0.260 2.795
C 0.906 -0.652 -1.621
C -1.430 -1.136 -1.210
C 1.469 -1.851 -0.711
C -0.860 -2.230 -0.124
C 0.890 2.549 0.895
C -1.267 2.994 -0.397
C -0.013 2.147 -0.267
N 1.291 0.200 2.639
N -0.400 -0.057 -1.310
N -0.826 -0.847 2.459
N -0.370 0.786 -0.130
N 0.416 -2.878 -0.716
H 1.886 0.020 -1.869
H 0.734 -0.994 -2.674
H -1.499 -1.693 -2.115
H -2.313 -0.633 -0.899
H 2.405 -2.244 -1.165
H 1.673 -1.657 0.392
H -0.502 -1.612 0.843
H -1.554 -3.071 0.007
H 1.806 2.079 0.657
H 1.035 3.604 0.848
H 0.474 2.123 1.776
H -1.105 3.969 -0.461
H -1.821 2.913 0.652
H -1.811 2.692 -1.362
H 0.491 2.266 -1.207
H 2.238 0.402 2.892
H -1.337 0.764 0.282
H -1.681 -0.792 2.958
H 0.104 -3.167 -1.659
H 0.762 -3.735 -0.196
*
```

- Gap between HOMO and LUMO: 0.2984 hartree
- Energy above the lowest of the compared OMol25 structures with the same formula, charge and spin: 3.9802 eV
- HOMO: -11.06 eV
- Calculated total energy: -16060.32953 eV